70
Properties=species:S:1:pos:R:3:lowdin_spin:R:1 method="wB97M-V/def2-TZVPD" multiplicity=5 total_charge=-1 homo_ha="-0.1079 / -0.1903" gap_ha="0.1943 / 0.2766"
Rh 0.939 -0.157 -0.238 2.407
O -1.151 -0.541 0.371 0.115
N -1.663 -1.741 0.135 0.012
C -2.913 -1.943 0.619 -0.001
C -3.559 -3.134 0.472 0.004
C -2.886 -4.165 -0.200 -0.004
C -1.629 -3.946 -0.682 0.009
C -0.958 -2.706 -0.521 0.013
S 0.613 -2.425 -1.106 0.125
H -3.311 -1.079 1.131 0.000
H -4.551 -3.254 0.881 0.001
H -3.358 -5.130 -0.336 0.000
H -1.085 -4.719 -1.207 0.002
N -1.383 -1.214 -6.868 0.000
C -0.548 -0.659 -5.892 0.000
C -1.007 -0.464 -4.591 0.001
C -0.171 0.040 -3.611 0.005
C 1.146 0.359 -3.914 0.000
C 1.604 0.187 -5.215 0.000
C 0.770 -0.327 -6.194 0.000
S 2.339 0.927 -2.738 0.010
O 2.943 -0.228 -2.075 0.031
O 3.248 1.767 -3.476 0.010
N 1.372 1.639 -1.678 0.079
C 1.916 2.356 -0.633 0.007
N 1.312 2.073 0.538 0.040
C 1.770 2.663 1.630 0.006
C 2.808 3.576 1.579 0.004
C 3.360 3.798 0.326 0.003
N 2.936 3.206 -0.781 0.004
H -2.368 -1.094 -6.696 0.000
H -1.137 -0.970 -7.814 0.000
H -2.030 -0.717 -4.337 0.000
H -0.566 0.185 -2.615 0.003
H 2.621 0.462 -5.455 0.000
H 1.145 -0.469 -7.201 0.000
H 1.292 2.367 2.557 0.000
H 3.185 4.059 2.467 0.000
H 4.194 4.485 0.207 0.000
C 1.453 -2.721 2.936 0.061
C 1.120 -1.347 2.427 0.370
O 1.961 -0.861 1.538 0.367
H 2.531 -2.794 3.102 0.008
H 1.197 -3.485 2.190 0.019
H 0.929 -2.964 3.862 0.001
C -6.488 0.136 3.793 0.000
C -5.593 0.770 4.867 0.000
C -6.160 2.147 5.220 0.000
C -5.650 -0.096 6.132 0.000
C -4.162 0.860 4.330 0.004
C -3.640 2.047 3.827 0.005
C -2.351 2.125 3.277 0.006
C -1.605 0.976 3.237 -0.001
O -0.349 0.795 2.772 0.041
B -0.101 -0.613 2.869 0.180
O -1.213 -1.219 3.554 0.047
C -2.116 -0.223 3.727 -0.003
C -3.372 -0.305 4.275 0.006
H -7.514 0.030 4.157 0.000
H -6.119 -0.853 3.515 0.000
H -6.503 0.751 2.891 0.000
H -7.152 2.029 5.662 0.000
H -6.269 2.784 4.342 0.000
H -5.525 2.668 5.940 0.000
H -6.658 -0.072 6.552 0.000
H -4.952 0.268 6.888 0.000
H -5.408 -1.139 5.927 0.000
H -4.232 2.951 3.856 0.000
H -1.960 3.055 2.886 0.000
H -3.730 -1.259 4.638 0.000